1.
This record from the Open Molecules 2025 dataset describes a structure of composition C35H83AsBr6F6N3O19P4. The level of theory is ωB97M-V with the def2-TZVPD basis set.

As for the HOMO energy: -6.7 eV. The LUMO energy comes out at 1.4426 eV. The calculation puts the frontier orbital gap at 8.13 eV.

```
! wB97M-V def2-TZVPD RIJCOSX def2/J DEFGRID3
* xyz -1 1
As -0.3020 -0.4044 -0.3704
F 0.0934 -2.1102 -0.1328
F 1.0476 -0.3072 -1.4687
F -0.7686 1.2540 -0.7013
F -1.6821 -0.5612 0.7182
F 0.6850 0.0917 0.9827
F -1.3504 -0.9333 -1.6717
C 3.3168 1.2698 1.9752
O 3.7689 2.2890 2.4533
N 4.0459 0.1296 1.8857
C 3.4728 -1.0533 1.2780
C 5.4250 0.0368 2.3377
H 2.2798 1.1636 1.6247
H 3.4199 -1.9185 1.9367
H 4.0378 -1.3124 0.3707
H 2.5123 -0.8682 0.7908
H 5.7633 0.8067 3.0229
H 5.5578 -0.9791 2.7122
H 6.0890 0.1353 1.4711
C -1.5534 -5.6043 3.0466
O -1.8888 -5.8290 1.8994
N -1.2650 -4.3780 3.5076
C -1.2138 -3.2150 2.6433
C -0.6602 -4.1117 4.7828
H -1.4979 -6.3895 3.8105
H -1.9417 -3.2634 1.8355
H -0.2306 -3.1098 2.1789
H -1.4568 -2.2919 3.1649
H -1.0997 -3.2804 5.3356
H -0.7932 -4.9411 5.4860
H 0.4037 -3.8851 4.6702
C -1.9660 -6.7673 -1.9626
O -2.0335 -7.7480 -2.6798
N -1.9005 -5.4930 -2.4369
C -1.9038 -4.3725 -1.5280
C -1.9021 -5.1949 -3.8431
H -1.9481 -6.8039 -0.8646
H -2.6481 -3.6069 -1.7387
H -0.9017 -3.9661 -1.4014
H -2.1157 -4.7332 -0.5146
H -0.8886 -4.9919 -4.1960
H -2.3038 -6.0230 -4.4273
H -2.4773 -4.3203 -4.1583
C 2.0630 -3.4699 -2.8289
Br 2.0485 -5.4276 -3.0876
Br 0.6502 -2.5557 -3.8146
Br 3.8306 -2.8049 -3.3352
H 1.8890 -3.2716 -1.7792
C -4.1947 2.0321 -0.3340
Br -5.2202 1.6289 1.2764
Br -3.4151 3.8079 -0.1381
Br -5.1109 1.8168 -2.0312
H -3.3666 1.3325 -0.3028
C 3.4521 1.0226 -2.1681
C 4.0853 2.1981 -1.4708
O 5.3876 1.7679 -1.0554
P 6.3878 2.7926 -0.3505
O 5.8210 3.5540 0.7671
O 7.6086 1.8197 0.0230
C 8.2855 1.0872 -1.0186
C 9.1228 0.0313 -0.3273
O 6.8944 3.6591 -1.5897
C 7.8307 4.7460 -1.4224
C 8.2005 5.1203 -2.8585
H 3.3421 0.1914 -1.4655
H 2.4217 1.2455 -2.4382
H 4.0745 0.6577 -2.9844
H 4.1748 3.0869 -2.1038
H 3.4939 2.5095 -0.6050
H 7.5523 0.4974 -1.5729
H 8.8214 1.8118 -1.6301
H 8.4201 -0.6869 0.0983
H 9.7161 -0.5096 -1.0687
H 9.7802 0.3674 0.4730
H 7.3393 5.5387 -0.8639
H 8.7319 4.3560 -0.9446
H 9.0732 5.7786 -2.8949
H 8.5996 4.2234 -3.3356
H 7.3352 5.5057 -3.3890
C -1.0124 2.2737 3.3689
C -1.8453 1.1392 3.9428
O -1.5384 1.0050 5.3512
P -1.3525 -0.4244 6.0365
O -1.1097 -0.3809 7.4908
O -0.1485 -1.0588 5.1751
C 1.1814 -0.6654 5.4628
C 2.0431 -0.9629 4.2244
O -2.5938 -1.2235 5.4874
C -3.7196 -1.5949 6.3149
C -4.9030 -0.7584 5.8694
H -1.3434 2.4476 2.3413
H -0.9901 3.1811 3.9624
H -0.0063 1.8782 3.2079
H -2.9248 1.3032 3.9253
H -1.6365 0.2023 3.4235
H 1.3022 0.3946 5.7036
H 1.5593 -1.2596 6.2983
H 2.2481 -2.0378 4.2474
H 1.5573 -0.7518 3.2732
H 3.0038 -0.4531 4.2993
H -3.9502 -2.6543 6.2215
H -3.4345 -1.3727 7.3447
H -4.9818 -0.8351 4.7830
H -5.8111 -1.1492 6.3312
H -4.8123 0.3062 6.0840
C -5.5010 -5.2588 -3.3623
C -5.2579 -4.7498 -1.9539
O -6.4611 -4.1137 -1.5141
P -6.5365 -3.4964 -0.0459
O -6.5549 -4.4257 1.0869
O -7.7852 -2.5358 -0.2142
C -7.8800 -1.4833 -1.1656
C -8.8241 -0.4205 -0.6556
O -5.2779 -2.4503 0.0193
C -4.2510 -2.7875 0.9772
C -4.3777 -1.8915 2.2120
H -4.5490 -5.4094 -3.8748
H -6.0042 -6.2266 -3.4162
H -6.1374 -4.5881 -3.9402
H -5.0273 -5.5918 -1.2933
H -4.3691 -4.1163 -1.9171
H -6.9130 -1.0634 -1.4499
H -8.1214 -1.9589 -2.1249
H -9.0912 0.2941 -1.4310
H -9.7227 -0.8382 -0.1969
H -8.3749 0.1056 0.1895
H -4.1835 -3.8492 1.2016
H -3.3237 -2.5126 0.4727
H -4.8894 -0.9522 1.9889
H -4.9462 -2.3985 2.9961
H -3.4375 -1.5647 2.6568
C 3.4587 6.6708 -5.8435
C 2.6177 5.5736 -5.2336
O 1.7200 6.0822 -4.2661
P 1.1182 5.1192 -3.1466
O 2.1249 4.2321 -2.5479
O 0.4614 6.2114 -2.1462
C -0.7661 6.8011 -2.5703
C -0.9935 8.1195 -1.8479
O -0.1214 4.4539 -3.8683
C -0.8191 3.3550 -3.2368
C -0.1841 2.0225 -3.5347
H 3.8533 7.1781 -4.9539
H 4.3157 6.3891 -6.4461
H 2.8377 7.4042 -6.3606
H 2.0890 4.9907 -5.9979
H 3.2811 4.8534 -4.7408
H -0.7832 7.0063 -3.6463
H -1.6144 6.1134 -2.4852
H -0.2653 8.8099 -2.2801
H -1.9727 8.5188 -2.1121
H -0.8597 8.0617 -0.7709
H -0.9837 3.6551 -2.1989
H -1.8392 3.3003 -3.6276
H -0.0328 1.8133 -4.5954
H 0.8223 1.8749 -3.1419
H -0.8004 1.2555 -3.0696
*
```

---

2.
This record from the Open Molecules 2025 dataset describes a structure of composition C42H50As2F5FeN4O8Si. The level of theory is ωB97M-V with the def2-TZVPD basis set.

As for the HOMO energy (spin up / spin down): -7.6 / -7.8 eV. The LUMO energy (spin up / spin down) comes out at -1.5239 / -1.9055 eV. The calculation puts the frontier orbital gap (spin up / spin down) at 6.07 / 5.88 eV. The energy above the lowest of the compared OMol25 structures with the same formula, charge and spin comes out at 0.00 kJ/mol.

```
! wB97M-V def2-TZVPD RIJCOSX def2/J DEFGRID3
* xyz 0 6
Fe -0.0502 0.8447 -0.4232
C 0.8943 0.1177 5.0110
C 0.6838 -0.1097 3.5125
N -0.5473 0.4285 2.9521
C -1.7533 -0.0826 3.5865
C -1.8232 -1.6034 3.5871
C -0.5769 1.8744 2.8787
C 0.5890 2.4892 2.0921
N 1.0402 1.6668 0.9828
C 2.3602 1.7459 0.6202
C 3.0069 0.5620 0.2155
F 2.3278 -0.6019 0.3663
C 4.2980 0.5363 -0.2615
F 4.8360 -0.6360 -0.6251
C 5.0518 1.6972 -0.3304
C 4.4650 2.8618 0.1253
F 5.1608 4.0124 0.0872
C 3.1663 2.8952 0.6039
F 2.6572 4.0802 1.0104
H 1.8760 -0.2514 5.3095
H 0.1455 -0.3978 5.6129
H 0.8504 1.1773 5.2628
H 0.7032 -1.1768 3.2903
H 1.5128 0.3280 2.9564
H -2.6046 0.3240 3.0365
H -1.8528 0.2817 4.6231
H -1.5106 -1.9966 2.6199
H -2.8440 -1.9293 3.7847
H -1.1819 -2.0401 4.3534
H -0.5713 2.3390 3.8803
H -1.5220 2.1473 2.4075
H 1.4283 2.6466 2.7788
H 0.2678 3.4858 1.7604
H 6.0612 1.6919 -0.7101
C -0.0644 4.1195 -1.1460
Si -1.8023 3.5348 -0.7806
C -2.7831 3.8664 -2.3481
C -2.5503 4.5312 0.6272
N -1.7613 1.8351 -0.3453
C -2.8962 1.0816 -0.1710
C -4.2134 1.5758 -0.2008
C -5.3062 0.7484 -0.0084
C -5.1501 -0.6140 0.2103
C -3.8663 -1.1415 0.2512
C -2.8058 -0.2889 0.0744
F -1.5252 -0.8047 0.1220
H -0.0310 5.2079 -1.1012
H 0.2168 3.8268 -2.1552
H 0.6823 3.7380 -0.4530
H -2.6994 4.9230 -2.6078
H -3.8421 3.6294 -2.2671
H -2.3760 3.2850 -3.1767
H -2.1993 5.5621 0.5766
H -2.2796 4.1330 1.6045
H -3.6384 4.5537 0.5708
H -4.3700 2.6302 -0.3663
H -6.2987 1.1777 -0.0332
H -6.0088 -1.2554 0.3462
H -3.6732 -2.1892 0.4260
C -3.3672 -3.7934 -2.5531
O -2.0810 -3.6585 -1.9468
C -1.0414 -3.6862 -2.8153
O -1.1846 -3.8320 -4.0145
C 0.2400 -3.5265 -2.1647
C 1.4318 -3.3691 -2.9403
As 2.3458 -5.0916 -3.1825
C 0.8351 -6.3433 -3.1666
C 2.8026 -5.1909 -1.2590
C 2.2931 -4.4495 -0.2781
As 0.5720 -3.4545 -0.2501
C -0.4704 -5.0067 0.3774
C 3.0306 -4.3709 1.0258
O 4.2241 -4.4124 1.1502
O 2.1839 -4.2129 2.0551
C 2.8160 -4.1118 3.3344
C 3.9813 -6.0915 -1.0490
O 4.9139 -6.1427 -1.8104
O 3.8186 -6.8911 0.0087
C 4.9282 -7.7437 0.3132
C 2.0943 -2.0606 -2.8721
O 1.6567 -1.1735 -2.1496
O 3.1433 -1.7449 -3.6434
C 3.7845 -2.6725 -4.5123
H -4.0548 -4.0463 -1.7523
H -3.3553 -4.5733 -3.3124
H -3.6656 -2.8512 -3.0142
H 0.2859 -6.2367 -4.1008
H 0.1590 -6.1995 -2.3281
H 1.2711 -7.3420 -3.1175
H -0.2375 -5.8979 -0.2016
H -1.5304 -4.7756 0.2975
H -0.2083 -5.1727 1.4204
H 2.0221 -3.8925 4.0413
H 3.5594 -3.3149 3.3254
H 3.3032 -5.0550 3.5832
H 4.8242 -8.0038 1.3628
H 5.8667 -7.2238 0.1359
H 4.8858 -8.6397 -0.3058
H 4.4854 -2.0779 -5.0936
H 3.0675 -3.1508 -5.1856
H 4.3337 -3.4276 -3.9457
N -0.0528 -0.0796 -7.6083
C -0.1568 0.0912 -6.4779
C -0.2831 0.3129 -5.0642
C 0.6662 1.0927 -4.4066
C 0.5533 1.2872 -3.0404
C -0.4897 0.6928 -2.3351
C -1.4589 -0.0403 -2.9990
C -1.3506 -0.2457 -4.3654
H 1.4942 1.5144 -4.9599
H 1.3173 1.8665 -2.5308
H -2.2876 -0.4786 -2.4575
H -2.0785 -0.8484 -4.8916
*
```

---

3.
This record from the Open Molecules 2025 dataset describes an isolated molecule of C4H10OS2. The level of theory is ωB97M-V with the def2-TZVPD basis set.

As for the HOMO energy: -8.1 eV. The LUMO energy comes out at 0.6548 eV. The calculation puts the frontier orbital gap at 8.71 eV. The SMILES is CSSCCCO. The energy above the lowest of the compared OMol25 structures with the same formula, charge and spin comes out at 159.97 kJ/mol.

```
! wB97M-V def2-TZVPD RIJCOSX def2/J DEFGRID3
* xyz 0 1
C 0.7660 1.3837 -1.0406
C -0.2603 2.4713 -0.5740
O -0.7279 2.1434 0.7879
C 0.9569 0.0814 -0.3170
S -0.4314 -1.1450 -0.7078
S 0.4447 -2.8288 0.1359
C -1.0407 -3.3426 1.1394
H 0.7125 1.3593 -2.1544
H 1.7719 1.8429 -1.0097
H 0.3510 3.3703 -0.5465
H -1.1353 2.3560 -1.2318
H -0.0333 2.6671 1.2207
H 0.7670 0.1804 0.7603
H 1.9713 -0.2993 -0.4901
H -0.7961 -4.0731 1.9232
H -1.4913 -2.4657 1.6371
H -1.8250 -3.7013 0.4675
*
```

---

4.
This record from the Open Molecules 2025 dataset describes a structure of composition C21H28N3O2PdS2Si. The level of theory is ωB97M-V with the def2-TZVPD basis set.

As for the HOMO energy: -17.1 eV. The LUMO energy comes out at -11.0330 eV. The calculation puts the frontier orbital gap at 6.08 eV. The energy above the lowest of the compared OMol25 structures with the same formula, charge and spin comes out at 40.83 kJ/mol.

```
! wB97M-V def2-TZVPD RIJCOSX def2/J DEFGRID3
* xyz 3 1
Pd -0.5704 -0.1090 -0.8013
C 3.6993 0.5128 -1.7502
Si 2.5005 -0.8903 -1.6859
C 3.2303 -2.5631 -1.4446
C 1.3859 -0.8454 -3.1584
N 1.3616 -0.6315 -0.1653
C 1.7644 -0.7167 1.0369
C 3.1901 -0.7509 1.4312
C 3.5492 -0.8093 2.7147
C 2.5374 -0.8240 3.7604
C 1.2003 -0.8343 3.5210
C 0.7616 -0.8165 2.1842
O -0.4484 -0.8647 1.7877
C -1.5947 -1.1871 2.6116
C -1.5529 -2.2537 3.4835
C -2.7116 -2.5258 4.2010
C -3.8486 -1.7488 4.0221
C -3.8512 -0.7010 3.1104
C -2.7074 -0.4120 2.3784
H 4.2599 0.4151 -2.6844
H 4.4326 0.5333 -0.9445
H 3.1950 1.4801 -1.7673
H 3.8177 -2.8067 -2.3344
H 2.4625 -3.3320 -1.3372
H 3.9001 -2.6331 -0.5868
H 2.0168 -0.8799 -4.0522
H 0.7959 0.0711 -3.2244
H 0.7180 -1.7069 -3.2052
H 3.9312 -0.6928 0.6495
H 4.5910 -0.8151 3.0043
H 2.8765 -0.8201 4.7905
H 0.4843 -0.8372 4.3296
H -0.6863 -2.8947 3.5755
H -2.7201 -3.3539 4.8964
H -4.7420 -1.9702 4.5896
H -4.7428 -0.1060 2.9689
H -2.6705 0.4127 1.6793
S -1.7465 -2.0127 -1.3383
C -2.6234 -0.8147 -2.1553
N -3.6762 -0.9985 -2.9808
C -4.2991 0.0421 -3.5780
C -3.8409 1.3151 -3.3587
C -2.7360 1.4720 -2.5240
N -2.1563 0.4356 -1.9298
H -3.9935 -1.9479 -3.1595
H -5.1375 -0.1987 -4.2190
H -4.3196 2.1652 -3.8206
H -2.3252 2.4525 -2.3231
C 0.3428 4.2295 0.5940
S -0.1650 3.2484 -0.7917
C 1.1951 3.5631 -1.8971
O 0.0099 1.8049 -0.2911
H 1.2957 3.8477 0.9580
H -0.4299 4.1657 1.3571
H 0.4365 5.2612 0.2512
H 1.0373 4.5380 -2.3608
H 1.1786 2.7899 -2.6648
H 2.1382 3.5494 -1.3524
*
```

---

5.
This record from the Open Molecules 2025 dataset describes a structure of composition C21H24BrN5O5PPd. The level of theory is ωB97M-V with the def2-TZVPD basis set.

As for the HOMO energy (spin up / spin down): -16.6 / -16.9 eV. The LUMO energy (spin up / spin down) comes out at -8.6262 / -11.2393 eV. The calculation puts the frontier orbital gap (spin up / spin down) at 7.95 / 5.62 eV. The energy above the lowest of the compared OMol25 structures with the same formula, charge and spin comes out at 0.00 kJ/mol.

```
! wB97M-V def2-TZVPD RIJCOSX def2/J DEFGRID3
* xyz 3 5
Pd 0.0405 0.3353 0.3998
O -2.0010 0.9736 1.0551
C -3.0196 0.2567 1.2012
C -4.1163 0.8019 1.9731
C -5.2758 0.0933 2.2103
C -5.4210 -1.1792 1.6787
C -4.3826 -1.7427 0.8993
C -3.1905 -1.0847 0.6531
C -2.2269 -1.8013 -0.1227
N -0.9927 -1.4151 -0.3539
N -0.2855 -2.2500 -1.0829
C 1.0702 -1.9027 -1.1587
O 1.5881 -1.0311 -0.4496
C 1.8277 -2.6221 -2.1904
C 1.2873 -3.7384 -2.8514
C 2.0254 -4.3707 -3.8387
C 3.2958 -3.9050 -4.1657
C 3.8379 -2.8061 -3.5035
C 3.1111 -2.1661 -2.5166
H -3.9694 1.7964 2.3748
H -6.0648 0.5301 2.8078
H -6.3221 -1.7516 1.8522
H -4.5293 -2.7356 0.4896
H -2.5196 -2.7683 -0.5288
H 0.3168 -4.1203 -2.5677
H 1.6244 -5.2436 -4.3359
H 3.8732 -4.4108 -4.9283
H 4.8345 -2.4649 -3.7488
H 3.5269 -1.3243 -1.9781
O 3.7559 3.7421 4.0553
C 2.9808 3.1464 3.1666
C 2.7648 3.6124 1.8642
C 1.9327 2.9028 1.0310
N 1.3144 1.7779 1.4160
C 1.5425 1.3530 2.6572
Br 0.6275 -0.2739 3.0493
C 2.3433 1.9660 3.5754
H 4.1719 4.5485 3.7211
H 3.2437 4.5157 1.5109
H 1.7415 3.2239 0.0163
H 2.4960 1.5757 4.5713
N 0.2255 -0.9786 -4.5751
C 0.7802 0.3499 -4.1373
P -0.4386 1.0941 -2.9466
O -1.6752 0.2639 -3.0887
O 0.2160 1.3440 -1.6200
C -0.8915 2.7377 -3.6818
N -2.3144 2.9982 -3.2721
H 0.6688 -1.7567 -4.0628
H 0.3678 -1.1550 -5.5708
H -0.7876 -0.9838 -4.3562
H 0.9111 0.9771 -5.0171
H 1.7521 0.1984 -3.6728
H -0.8817 2.6873 -4.7696
H -0.2659 3.5632 -3.3519
H -2.7099 3.8172 -3.7406
H -2.3874 3.1469 -2.2628
H -2.8768 2.1667 -3.4942
*
```

---

6.
This record from the Open Molecules 2025 dataset describes an isolated molecule of C3H7NO2. The level of theory is ωB97M-V with the def2-TZVPD basis set.

As for the HOMO energy: -9.4 eV. The LUMO energy comes out at 0.5972 eV. The calculation puts the frontier orbital gap at 10.04 eV. The SMILES is CC(=O)N(C)O. The energy above the lowest of the compared OMol25 structures with the same formula, charge and spin comes out at 293.03 kJ/mol.

```
! wB97M-V def2-TZVPD RIJCOSX def2/J DEFGRID3
* xyz 0 1
C 0.1532 -0.1406 0.9832
C -0.5666 -1.3426 1.3874
C 0.7473 1.5873 -0.6397
N 0.0424 0.3349 -0.2953
O 0.7412 0.5726 1.8048
O -0.0761 -0.5817 -1.3914
H -0.0154 -2.2724 1.0144
H -1.6146 -1.4151 1.0296
H -0.5511 -1.2201 2.4889
H 0.5356 1.6131 -1.7310
H 0.0563 2.3623 -0.1689
H 1.7220 1.5618 -0.2108
H -0.8105 -0.4422 -2.0209
*
```